Entry 1:
{
  "formula": "C23H23N4SSeTc",
  "method": "ωB97M-V with the def2-TZVPD basis set",
  "spin_multiplicity": 2,
  "total_charge": 1,
  "e_above_lowest_kcal_mol": 0.0,
  "species": ["Tc", "Se", "S", "N", "N", "N", "N", "C", "C", "C", "C", "C", "C", "C", "C", "C", "C", "C", "C", "C", "C", "C", "C", "C", "C", "C", "C", "C", "C", "C", "H", "H", "H", "H", "H", "H", "H", "H", "H", "H", "H", "H", "H", "H", "H", "H", "H", "H", "H", "H", "H", "H", "H"],
  "coordinates": [[-0.582, 0.624, 0.290], [-0.809, 2.488, 1.813], [-0.468, -1.120, 1.931], [0.477, 0.636, 3.726], [0.187, -1.573, 4.410], [-1.742, -0.257, -0.860], [-1.487, 4.701, -0.109], [4.630, -0.547, 0.081], [4.354, 1.326, -1.573], [-2.031, 0.969, -1.542], [-3.765, -1.498, -1.477], [-1.006, 1.487, -2.337], [1.014, -0.044, 5.969], [1.244, 0.328, -0.306], [3.804, -1.030, -2.243], [2.398, 0.162, -0.658], [-3.210, 1.708, -1.315], [-3.357, 2.925, -1.926], [0.625, -1.312, 5.657], [-1.813, -2.652, -0.655], [-4.423, -2.716, -1.587], [3.793, -0.017, -1.090], [-1.267, 3.824, 0.604], [-2.482, -3.861, -0.762], [0.115, -0.616, 3.434], [-2.466, -1.474, -0.988], [0.908, 0.905, 4.940], [-2.327, 3.453, -2.727], [-3.792, -3.895, -1.221], [-1.159, 2.753, -2.917], [0.642, -2.142, 6.348], [-0.774, -2.622, -0.351], [-2.449, 4.429, -3.175], [-1.970, -4.780, -0.509], [-0.105, -2.510, 4.164], [-4.312, -4.839, -1.312], [5.663, -0.688, -0.242], [-3.975, 1.318, -0.656], [-5.435, -2.737, -1.968], [3.404, -1.993, -1.925], [4.244, -1.504, 0.433], [-4.261, -0.589, -1.785], [-0.363, 3.164, -3.523], [5.387, 1.194, -1.899], [1.182, 1.939, 5.120], [3.773, 1.711, -2.411], [-4.254, 3.504, -1.757], [4.336, 2.067, -0.773], [4.624, 0.158, 0.913], [-0.137, 0.876, -2.543], [3.215, -0.672, -3.087], [1.374, 0.210, 6.952], [4.833, -1.175, -2.576]],
  "forces_ev_per_angstrom": [[0.17, -0.30, 0.02], [-0.10, 0.42, 0.07], [-0.16, -0.01, -0.10], [-0.03, -0.10, 0.00], [0.01, -0.02, -0.02], [-0.36, 0.21, -0.05], [-0.09, 0.09, -0.01], [0.04, -0.02, -0.01], [0.00, 0.01, 0.00], [0.00, -0.23, 0.07], [-0.18, -0.12, -0.06], [0.07, 0.11, -0.08], [-0.04, -0.09, -0.07], [-0.07, -0.09, 0.06], [0.02, -0.04, -0.03], [0.14, -0.02, -0.06], [-0.02, -0.02, -0.05], [0.10, 0.09, -0.08], [0.04, 0.11, 0.01], [0.03, -0.21, 0.03], [0.00, 0.10, -0.01], [-0.13, 0.05, 0.07], [0.12, -0.29, 0.10], [0.04, 0.04, 0.01], [0.15, 0.04, 0.05], [0.36, 0.33, -0.04], [0.03, 0.10, 0.08], [-0.06, -0.05, 0.05], [0.02, 0.00, 0.00], [-0.05, -0.09, 0.06], [-0.01, -0.01, 0.00], [-0.03, 0.00, -0.02], [-0.02, 0.00, 0.01], [0.00, 0.00, 0.00], [0.01, -0.01, 0.00], [0.00, -0.01, 0.00], [-0.01, 0.00, 0.01], [0.02, 0.00, -0.01], [0.00, 0.00, 0.00], [0.01, 0.00, 0.01], [0.00, 0.00, 0.00], [0.01, -0.03, 0.01], [0.00, 0.00, 0.00], [-0.01, 0.00, 0.00], [0.01, 0.00, 0.01], [0.00, 0.00, 0.00], [0.00, 0.02, -0.02], [0.00, 0.00, 0.00], [0.00, 0.01, 0.00], [-0.03, 0.02, -0.01], [0.00, 0.01, 0.00], [0.00, 0.02, 0.00], [-0.01, -0.02, -0.01]],
  "mulliken_charge": [0.18, -0.05, -0.45, -0.22, -0.02, 0.19, -0.48, -1.56, -1.55, -0.20, -0.42, 0.21, -0.77, -0.38, -1.55, -0.07, -0.42, -0.77, -0.02, -0.34, -0.76, 1.99, 0.33, -0.82, 0.38, 0.63, 0.04, -0.51, -0.50, -0.69, 0.43, 0.51, 0.41, 0.39, 0.27, 0.40, 0.40, 0.57, 0.39, 0.40, 0.37, 0.48, 0.44, 0.40, 0.45, 0.38, 0.36, 0.39, 0.38, 0.59, 0.38, 0.41, 0.40]
}

***

Entry 2:
{
  "formula": "C23H23N5O2",
  "method": "ωB97M-V with the def2-TZVPD basis set",
  "e_above_lowest_kcal_mol": 44.4,
  "smiles": "CN(CCn1ccnc1)Cc1cn(-c2ccccc2)nc1-c1ccc2c(c1)OCO2",
  "species": ["O", "O", "N", "N", "N", "N", "N", "C", "C", "C", "C", "C", "C", "C", "C", "C", "C", "C", "C", "C", "C", "C", "C", "C", "C", "C", "C", "C", "C", "C", "H", "H", "H", "H", "H", "H", "H", "H", "H", "H", "H", "H", "H", "H", "H", "H", "H", "H", "H", "H", "H", "H", "H"],
  "coordinates": [[-3.152, 2.459, 0.498], [-2.563, 4.630, -0.006], [2.689, 1.013, -0.082], [-6.318, -0.549, -0.517], [-0.874, -1.613, 0.113], [3.357, -0.130, -0.240], [-4.550, -1.552, 0.339], [7.495, -0.149, 0.311], [0.758, 3.119, -0.509], [0.405, 1.803, -0.225], [-5.129, -0.378, -0.011], [-5.446, -2.532, 0.013], [-1.462, 3.822, -0.124], [4.743, -0.163, -0.063], [-6.532, -1.891, -0.509], [-0.171, 4.153, -0.464], [1.244, -0.624, -0.624], [-3.223, -1.736, 0.853], [-0.290, -2.576, 1.022], [5.386, 0.996, 0.366], [2.516, -1.141, -0.572], [5.485, -1.315, -0.305], [-3.626, 3.783, 0.375], [1.410, 0.753, -0.301], [-2.219, -1.974, -0.290], [6.755, 0.998, 0.550], [-0.910, 1.481, 0.139], [-1.816, 2.507, 0.177], [0.002, -1.350, -1.026], [6.855, -1.300, -0.116], [7.247, 1.900, 0.882], [-3.227, -2.577, 1.552], [0.101, 5.170, -0.688], [5.008, -2.221, -0.644], [0.284, -2.287, -1.538], [-5.243, -3.569, 0.185], [-4.647, 0.569, 0.134], [4.791, 1.875, 0.547], [-0.549, -0.724, -1.733], [1.782, 3.330, -0.772], [-7.449, -2.306, -0.876], [-2.510, -1.325, -1.121], [8.565, -0.146, 0.455], [-2.286, -3.020, -0.639], [0.704, -2.234, 1.305], [-1.176, 0.471, 0.397], [-4.421, 3.820, -0.386], [-2.931, -0.829, 1.389], [-4.035, 4.118, 1.342], [2.853, -2.141, -0.752], [-0.205, -3.578, 0.573], [7.426, -2.196, -0.307], [-0.898, -2.644, 1.922]],
  "forces_ev_per_angstrom": [[0.39, -0.40, 0.00], [0.51, 0.11, -0.13], [-0.16, 0.65, 0.19], [-0.25, 0.51, -0.16], [-0.01, -0.20, -0.11], [-0.84, -0.38, -0.25], [-0.33, -0.02, 0.03], [0.11, -0.01, 0.01], [0.02, -0.23, 0.00], [-0.14, 0.47, -0.02], [0.05, 0.15, 0.05], [-0.21, -0.25, -0.07], [-0.05, -0.60, 0.13], [0.92, 0.15, 0.16], [0.10, -0.26, 0.03], [-0.38, 0.14, 0.09], [0.29, -0.07, -0.09], [0.52, -0.09, -0.14], [-0.01, 0.08, 0.06], [-0.18, -0.03, -0.03], [-0.27, 0.17, 0.00], [-0.25, 0.08, -0.01], [-1.24, 0.42, 0.21], [0.57, -0.66, -0.01], [-0.05, 0.13, 0.14], [0.04, -0.11, -0.03], [-0.26, 0.29, -0.02], [0.27, 0.58, -0.19], [0.04, 0.01, 0.07], [0.05, 0.04, 0.03], [0.02, 0.08, 0.03], [-0.03, 0.16, 0.01], [0.05, 0.13, -0.04], [-0.06, -0.08, -0.04], [-0.09, 0.08, -0.04], [0.07, -0.21, 0.05], [0.22, 0.19, 0.08], [0.01, 0.06, 0.02], [-0.01, -0.11, -0.01], [0.10, 0.03, -0.05], [-0.15, -0.18, -0.05], [-0.01, -0.06, 0.04], [0.09, 0.00, 0.01], [-0.02, 0.07, -0.05], [0.01, -0.07, 0.09], [-0.03, -0.15, 0.06], [0.25, -0.03, 0.12], [-0.02, -0.11, 0.01], [0.17, -0.09, -0.20], [0.10, -0.19, -0.04], [-0.01, -0.04, -0.02], [0.03, -0.07, -0.02], [0.03, -0.08, 0.09]],
  "mulliken_charge": [-0.48, -0.50, -1.12, -0.62, 0.44, 0.89, 0.26, -0.47, -0.81, 0.32, -0.09, -0.13, 0.96, 1.20, -0.57, -1.02, 0.17, -1.04, -1.13, -0.52, -0.50, -0.47, -0.37, 0.28, -0.65, -0.58, -1.57, 1.29, -1.37, -0.73, 0.37, 0.30, 0.43, 0.26, 0.43, 0.39, 0.36, 0.39, 0.42, 0.44, 0.42, 0.33, 0.38, 0.43, 0.34, 0.69, 0.31, 0.49, 0.29, 0.43, 0.34, 0.36, 0.30]
}

***

Entry 3:
{
  "formula": "C23H23N7S2Tl",
  "method": "ωB97M-V with the def2-TZVPD basis set",
  "total_charge": -1,
  "e_above_lowest_kcal_mol": 7.6,
  "species": ["Tl", "S", "S", "N", "N", "N", "N", "N", "N", "N", "C", "C", "C", "C", "C", "C", "C", "C", "C", "C", "C", "C", "C", "C", "C", "C", "C", "C", "C", "C", "C", "C", "C", "H", "H", "H", "H", "H", "H", "H", "H", "H", "H", "H", "H", "H", "H", "H", "H", "H", "H", "H", "H", "H", "H", "H"],
  "coordinates": [[-0.546, 1.116, -0.333], [2.437, -0.177, 0.792], [3.123, -1.787, -2.542], [3.190, -1.373, 2.985], [-1.526, -0.034, -3.233], [-3.757, -0.322, -0.207], [-3.171, 0.418, -1.005], [3.830, 0.428, -4.149], [-0.269, 0.154, -2.570], [3.750, 0.906, 2.868], [0.494, 0.724, -3.551], [-3.007, -1.592, 3.149], [-3.667, -1.225, 1.988], [3.551, -0.498, -3.495], [3.778, -1.535, 4.186], [-0.491, 3.151, -0.835], [-2.539, 1.089, -3.136], [4.936, 2.010, 4.620], [3.151, -0.172, 2.272], [-4.952, 0.182, -4.334], [4.363, -0.451, 4.759], [-1.645, -1.344, 3.252], [-4.803, 0.154, -2.872], [-1.425, 0.220, -4.750], [3.725, -2.901, 4.789], [-0.958, -0.728, 2.210], [-2.965, -0.600, 0.962], [4.317, 0.775, 4.035], [-0.063, 0.828, -4.782], [-3.984, 0.600, -5.154], [-1.586, -0.343, 1.027], [-2.680, 1.150, -4.660], [-3.673, 0.589, -2.313], [-1.572, -0.685, -5.351], [5.563, 1.784, 5.482], [0.107, -0.551, 2.318], [-0.428, 3.698, 0.114], [-3.545, -2.070, 3.958], [-4.141, 0.562, -6.226], [5.522, 2.518, 3.857], [4.329, -2.944, 5.691], [-4.726, -1.410, 1.855], [2.770, -2.154, 2.500], [4.144, 2.695, 4.930], [0.459, 1.104, -5.682], [-2.486, 2.135, -5.084], [-1.913, -0.935, -2.959], [4.851, -0.523, 5.719], [-1.111, -1.635, 4.150], [-5.584, -0.276, -2.258], [2.696, -3.163, 5.042], [1.512, 0.998, -3.305], [0.436, 3.337, -1.388], [4.095, -3.645, 4.081], [-2.037, 1.943, -2.667], [-5.879, -0.195, -4.748]],
  "forces_ev_per_angstrom": [[-0.12, 0.22, 0.28], [0.09, 0.02, -0.04], [-0.01, -0.10, 0.00], [0.01, 0.00, 0.02], [0.02, 0.06, -0.02], [0.09, -0.06, -0.09], [0.05, 0.03, 0.17], [-0.03, -0.04, -0.02], [0.09, -0.11, 0.01], [0.01, 0.01, 0.03], [-0.05, -0.01, 0.00], [0.02, 0.00, -0.01], [0.00, -0.01, 0.00], [0.10, 0.09, -0.03], [-0.01, 0.00, -0.01], [-0.01, -0.09, -0.07], [-0.01, -0.04, 0.01], [0.00, 0.01, 0.00], [-0.08, -0.04, -0.04], [-0.01, 0.00, -0.01], [0.01, -0.01, 0.02], [-0.01, -0.02, -0.02], [-0.03, 0.01, 0.03], [-0.04, 0.00, 0.02], [0.01, 0.00, 0.00], [0.02, -0.04, -0.02], [0.02, 0.03, -0.13], [-0.01, 0.00, -0.03], [0.01, 0.07, 0.02], [-0.01, -0.03, 0.00], [-0.05, 0.05, 0.09], [0.01, -0.02, 0.01], [-0.03, 0.05, -0.04], [0.03, 0.00, -0.02], [0.00, 0.00, 0.00], [-0.01, 0.01, 0.00], [0.04, 0.00, 0.00], [0.00, 0.00, 0.00], [0.01, 0.01, 0.00], [0.00, 0.00, 0.00], [-0.01, 0.01, 0.00], [0.00, -0.01, 0.00], [-0.01, 0.00, 0.00], [0.00, 0.00, 0.01], [0.01, -0.03, 0.00], [0.00, 0.00, -0.01], [-0.03, 0.00, -0.03], [0.00, 0.00, 0.00], [-0.01, 0.01, 0.00], [0.00, -0.01, -0.01], [0.00, 0.00, -0.01], [-0.02, 0.00, -0.01], [-0.04, -0.03, -0.07], [0.00, 0.00, 0.00], [0.01, 0.01, -0.02], [-0.01, 0.01, 0.00]],
  "mulliken_charge": [1.18, -0.12, -0.51, -0.03, 0.24, -0.78, 0.47, -0.70, -0.83, -0.51, -0.69, -0.47, -0.48, 0.34, 0.82, -1.37, 0.58, -1.24, -0.27, -0.39, -0.74, -0.69, -0.23, 0.29, -1.40, -0.03, 0.59, 1.02, -1.26, -0.94, -0.21, 0.02, -0.97, 0.45, 0.33, 0.00, 0.21, 0.34, 0.39, 0.34, 0.35, 0.41, 0.27, 0.27, 0.41, 0.50, 0.54, 0.31, 0.39, 0.48, 0.31, 0.78, 0.23, 0.36, 0.27, 0.37]
}

***

Entry 4:
{
  "formula": "C23H23NPb",
  "method": "ωB97M-V with the def2-TZVPD basis set",
  "e_above_lowest_kcal_mol": 1.9,
  "species": ["Pb", "N", "C", "C", "C", "C", "C", "C", "C", "C", "C", "C", "C", "C", "C", "C", "C", "C", "C", "C", "C", "C", "C", "C", "C", "H", "H", "H", "H", "H", "H", "H", "H", "H", "H", "H", "H", "H", "H", "H", "H", "H", "H", "H", "H", "H", "H", "H"],
  "coordinates": [[1.475, -1.943, 1.353], [1.324, 0.122, 2.357], [-1.753, -2.240, 0.959], [-1.098, 1.473, -1.237], [-3.333, -1.146, 2.449], [3.406, 2.825, 3.798], [3.502, 0.949, 1.708], [0.920, 1.041, -2.759], [0.309, -1.411, -2.100], [-1.787, -0.209, -3.095], [-2.290, -0.401, 3.008], [0.145, 0.259, 3.024], [-2.098, 0.478, -1.726], [-0.728, -1.499, 1.521], [1.137, 1.972, 4.402], [2.307, 1.941, 3.617], [1.417, -0.368, -2.387], [-3.075, -2.057, 1.422], [2.386, 0.991, 2.559], [0.058, 1.164, 4.090], [-0.854, -1.312, -3.027], [4.487, 2.802, 2.931], [0.116, 1.762, -1.718], [-0.967, -0.556, 2.528], [4.534, 1.863, 1.880], [-2.484, 0.315, 3.809], [5.386, 1.855, 1.197], [0.197, -1.500, -0.893], [-0.861, 1.207, 4.666], [3.534, 0.203, 0.902], [1.820, 1.657, -2.921], [-1.447, 2.027, -0.356], [-2.734, -0.651, -3.454], [-1.516, 0.557, -3.837], [-1.086, -2.199, -3.619], [-3.071, 0.990, -1.823], [0.627, 2.647, -1.313], [3.362, 3.528, 4.631], [-3.885, -2.639, 0.978], [-1.548, -2.964, 0.167], [-4.350, -1.011, 2.822], [0.398, 0.998, -3.723], [2.112, -0.306, -1.533], [5.307, 3.512, 3.056], [2.014, -0.746, -3.231], [0.736, -2.400, -2.351], [-2.264, -0.299, -0.961], [1.085, 2.662, 5.240]],
  "forces_ev_per_angstrom": [[0.17, -0.27, -0.48], [-0.36, 0.42, 0.47], [-1.34, 0.15, 0.53], [0.26, 0.27, 0.30], [0.30, 0.27, 0.26], [0.07, -0.08, -0.25], [0.73, 0.27, -0.17], [0.56, 0.15, -0.45], [0.78, -0.96, 1.04], [-1.66, 0.73, 0.48], [0.27, -0.05, -0.26], [1.23, 0.00, -0.97], [-0.10, -0.52, -0.58], [1.12, -0.36, 0.10], [-0.89, -0.43, 0.10], [0.91, -0.01, -0.70], [-0.03, -0.03, -0.08], [0.71, -0.22, -0.43], [-1.15, -0.22, 0.67], [0.44, 0.77, 0.52], [0.84, -1.07, 0.74], [-0.32, 0.05, 0.41], [-0.27, 0.31, 0.50], [-1.29, -0.06, 0.30], [-0.47, -0.46, -0.07], [-0.18, -0.22, -0.25], [-0.27, -0.01, 0.22], [-0.55, 0.58, -2.55], [0.25, 0.11, -0.04], [-0.05, 0.39, 0.33], [-0.25, -0.22, -0.16], [0.15, 0.09, -0.43], [0.15, 0.39, 0.01], [-0.09, -0.04, 0.11], [0.13, 0.23, 0.14], [0.29, -0.03, 0.02], [-0.22, -0.50, 0.22], [0.08, -0.08, -0.26], [0.16, 0.21, 0.16], [-0.10, 0.15, 0.20], [0.28, -0.04, -0.11], [0.19, 0.01, 0.21], [-0.24, -0.03, -0.05], [-0.27, -0.23, 0.00], [-0.13, 0.20, 0.14], [0.10, 0.34, 0.36], [0.09, 0.15, -0.16], [-0.04, -0.09, -0.10]],
  "mulliken_charge": [0.33, -0.35, -0.39, -0.41, -0.80, -0.80, -0.52, -0.91, 0.94, -0.87, -0.75, 0.98, -0.05, 0.43, -0.84, 1.15, -0.45, -0.35, 0.58, -0.67, -0.80, -0.56, -0.32, -0.04, -0.62, 0.25, 0.39, -1.28, 0.38, 0.06, 0.41, 0.33, 0.46, 0.32, 0.41, 0.47, 0.35, 0.37, 0.39, 0.34, 0.38, 0.36, 0.12, 0.37, 0.34, 0.57, -0.11, 0.40]
}

***

| no. | DFT total energy (Eh) |
| --- | --- |
| 1 | -3989.3683 |
| 2 | -1314.4789 |
| 3 | -2242.1591 |
| 4 | -1137.6982 |